(1)
DFT (ωB97M-V with the def2-TZVPD basis set) results for 3 unconnected molecules or ions with the total composition C7H17N in a non-equilibrium geometry.

**E_LUMO**: 0.99 eV
**Charge**: 0
**E**: -331.5925 Ha
**Energy above the lowest of the compared OMol25 structures with the same formula, charge and spin**: 205.9 kJ/mol
**SMILES**: C/C=C\N.C=CC.C

Positions of all 25 atoms, in Å:
N: -2.15 -0.63 -1.49
C: 1.38 -0.26 2.59
C: 0.50 0.40 -2.74
C: -1.48 0.92 0.96
C: -1.46 -1.17 -0.41
C: 1.50 -0.45 1.12
C: 1.91 0.52 0.29
C: -1.16 -0.53 0.73
H: -0.96 -1.13 1.60
H: 0.38 0.67 -1.68
H: 0.59 -0.88 3.02
H: 1.98 1.54 0.62
H: 1.54 -1.48 0.78
H: -2.55 1.10 1.00
H: 1.17 0.78 2.84
H: -1.05 1.26 1.90
H: 2.29 0.30 -0.69
H: -0.32 0.75 -3.36
H: -2.18 0.37 -1.49
H: -1.26 -2.23 -0.51
H: 2.31 -0.54 3.08
H: -1.93 -1.03 -2.39
H: -1.07 1.54 0.16
H: 1.41 0.86 -3.10
H: 0.59 -0.67 -2.83

(2)
DFT (ωB97M-V with the def2-TZVPD basis set) results for 2 unconnected molecules or ions with the total composition C24H36F2NO2Si2 in a non-equilibrium geometry.

**E_LUMO**: -5.73 eV
**Charge**: +1
**E**: -1919.8038 Ha
**Energy above the lowest of the compared OMol25 structures with the same formula, charge and spin**: 0.0 kJ/mol

Positions of all 67 atoms, in Å:
Si: 2.97 3.20 -2.64
Si: -1.10 3.10 -2.49
F: -0.85 -3.37 6.64
F: -4.06 -4.95 2.41
O: 1.60 2.12 -2.90
O: -0.02 2.42 -1.34
N: 1.15 1.73 -1.59
C: 3.71 3.39 -4.34
C: -2.13 -1.84 0.50
C: 1.83 -3.88 7.10
C: 0.35 -2.45 3.29
C: -2.13 -3.61 2.17
C: -1.45 -2.50 1.56
C: 1.13 -0.31 -2.98
C: -5.45 -3.69 0.39
C: -2.18 1.68 -3.04
C: -0.34 3.91 -4.00
C: -0.52 -2.66 4.41
C: 0.54 -0.33 -0.51
C: 4.00 2.22 -1.42
C: 2.37 4.81 -1.91
C: -3.41 -2.20 0.12
C: 0.90 0.33 -1.67
C: -1.91 4.44 -1.48
C: -0.16 -2.09 2.01
C: 1.75 -2.61 3.52
C: 2.23 -3.07 4.73
C: 0.01 -3.12 5.60
C: 1.37 -3.35 5.80
C: -3.41 -3.93 1.77
C: -4.08 -3.27 0.75
H: -1.20 5.24 -1.22
H: 0.49 -1.52 1.37
H: -1.59 -2.50 4.31
H: -1.62 -1.01 0.00
H: 2.92 -3.91 7.09
H: 2.43 -2.41 2.69
H: -6.18 -3.38 1.15
H: 0.78 -1.35 -2.94
H: -3.11 2.09 -3.46
H: -1.15 4.46 -4.50
H: -1.66 -4.19 2.95
H: 2.04 5.53 -2.68
H: 3.06 3.97 -5.00
H: 1.55 4.69 -1.18
H: 3.89 2.41 -4.80
H: 3.22 5.27 -1.38
H: 3.33 1.67 -0.74
H: -2.44 1.01 -2.21
H: 4.67 3.91 -4.26
H: 3.30 -3.24 4.88
H: -1.70 1.09 -3.83
H: 0.54 -1.41 -0.56
H: -2.33 4.06 -0.53
H: 0.46 4.63 -3.76
H: 0.60 0.19 -3.80
H: 4.65 1.50 -1.93
H: 2.21 -0.34 -3.22
H: -3.93 -1.67 -0.68
H: 1.51 -3.25 7.94
H: -5.74 -3.23 -0.56
H: 0.42 0.26 0.39
H: -2.74 4.90 -2.04
H: -5.53 -4.78 0.29
H: 4.63 2.90 -0.83
H: 0.05 3.18 -4.72
H: 1.46 -4.89 7.27